ORCA calculation (ωB97M-V with the def2-TZVPD basis set) on a structure of composition CH4N4O.

Output
ΔE to the lowest compared entry with this formula, charge and spin, kcal/mol: 159.93
Orbital gap (alpha / beta), eV: 7.17 / 8.75
Highest occupied orbital energy (alpha / beta), eV: -7.40 / -8.61
Molar mass, g/mol: 88.070

Last column: Löwdin charge in e.
CARTESIAN COORDINATES (ANGSTROEM)
O  1.4294  -0.6682  -0.5191  -0.021
H  -1.1288  -1.9779  0.6352  0.184
H  1.6337  1.4407  1.4134  0.013
N  -2.3865  -0.1977  0.2893  -0.036
H  0.9212  1.3977  -0.8440  0.085
C  0.7386  0.4544  -0.3655  -0.288
N  -1.3153  -0.9827  0.3132  0.013
N  -0.5727  0.1678  -0.0462  -0.149
N  -1.7281  0.8545  -0.0926  0.023
H  2.4085  -0.4886  -0.7837  0.176

---

ORCA calculation (ωB97M-V with the def2-TZVPD basis set) on an isolated molecule of CH4N4S.

Output
ΔE to the lowest compared entry with this formula, charge and spin, kcal/mol: 98.99
Orbital gap (alpha / beta), eV: 6.80 / 7.17
Highest occupied orbital energy (alpha / beta), eV: -7.97 / -8.36
Molar mass, g/mol: 104.138

Last column: Löwdin charge in e.
CARTESIAN COORDINATES (ANGSTROEM)
N  2.1095  0.7463  0.3364  -0.127
H  0.4363  -1.7609  -0.2183  0.023
N  1.2588  -0.1004  0.0216  -0.299
H  -0.0252  1.5811  0.2970  0.087
H  -0.6578  0.3965  -0.9539  0.084
H  -0.6621  0.0682  0.8242  0.077
C  -0.1436  0.5299  -0.0046  0.011
S  4.5383  -0.1432  -0.1816  0.561
N  1.3959  -1.4453  -0.1737  0.122
N  3.3597  0.6782  0.5082  -0.539

---

ORCA calculation (ωB97M-V with the def2-TZVPD basis set) on an isolated molecule of CH4N4S2.

Output
ΔE to the lowest compared entry with this formula, charge and spin, kcal/mol: 3.97
2S+1: 3
Expectation value of S²: 2.01
Orbital gap (alpha / beta), eV: 6.44 / 7.09
Highest occupied orbital energy (alpha / beta), eV: -6.25 / -8.96
Molar mass, g/mol: 136.205

Last column: Mulliken spin population.
CARTESIAN COORDINATES (ANGSTROEM)
S  -2.0387  1.3738  0.3213  0.004
H  -0.2826  -1.6984  0.5258  0.002
N  -0.9584  -1.0797  0.7748  0.175
C  -0.4647  0.3016  0.5273  -0.003
S  -4.4157  -0.1059  -0.3446  0.833
N  -2.8899  -0.2117  0.0943  0.299
H  0.7437  1.3479  -0.7459  0.002
N  -2.2479  -1.2573  0.3031  0.675
N  0.4568  0.3050  -0.5281  0.003
H  0.2989  -0.3220  -1.3422  -0.001
H  -0.1493  0.6005  1.4876  0.010

---

ORCA calculation (ωB97M-V with the def2-TZVPD basis set) on a cluster of 2 separate species, CH4NO in total.

Output
ΔE to the lowest compared entry with this formula, charge and spin, kcal/mol: 100.09
Orbital gap (alpha / beta), eV: 6.47 / 7.21
Highest occupied orbital energy (alpha / beta), eV: -1.48 / -2.18
Charge: -1
Molar mass, g/mol: 46.049

Last column: Löwdin charge in e.
CARTESIAN COORDINATES (ANGSTROEM)
H  0.9416  0.3088  1.3409  0.069
C  0.4059  0.2035  0.2900  -0.368
N  -0.7598  -0.6331  0.2237  -0.353
H  -0.0543  -1.1448  -1.6205  -0.084
H  1.1869  -0.0018  -0.4247  -0.035
H  0.1428  1.2698  -0.0673  0.063
O  -1.8632  -0.0023  0.2579  -0.292